(1)
22
Properties=species:S:1:pos:R:3:forces:R:3 method="wB97M-V/def2-TZVPD" spin_multiplicity=1 homo_lumo_gap_ev="7.0 / 6.3" e_above_lowest_kj_mol=498.6 homo_ev="-8.02 / -7.51" largest_force_ha_per_bohr=0.0928 mol_weight_da=148.3 e_tot_ha=-700.9144
C 0.04428 -1.85174 -0.22272 -0.200 1.925 1.870
C -0.96289 -0.70338 0.16782 -1.151 -1.839 1.410
C 1.35403 -1.54562 0.56102 2.203 -0.628 -4.186
C -1.40754 0.16480 -1.05503 -0.198 -1.143 1.299
C -2.51579 1.03073 -0.40658 -2.016 1.318 -1.949
C 1.96252 1.89109 0.70228 -3.314 -1.725 0.382
O -0.38614 0.80296 -1.65669 2.093 0.405 0.830
F 3.64144 -0.17523 -0.34051 -0.854 0.332 -0.190
Si 2.10799 0.12772 0.07128 -0.330 -0.117 0.083
H -0.16287 -2.84787 0.05291 -1.015 -1.109 0.278
H 0.05754 -1.76871 -1.27454 0.962 -0.140 -1.288
H -1.94039 -1.02847 0.75405 1.950 0.126 -1.283
H -0.39043 -0.17615 0.97268 -0.814 0.655 -0.717
H 1.24659 -1.58350 1.57706 -0.849 0.143 2.814
H 2.18634 -2.33368 0.37815 -1.131 1.276 -0.062
H -1.83983 -0.56050 -1.82894 -0.190 0.537 1.003
H -2.61443 2.01512 -0.94300 -0.115 -1.051 -0.299
H -2.33993 1.47295 0.58099 0.184 -1.047 0.343
H -3.54472 0.47891 -0.51451 1.840 1.103 0.633
H 0.81142 2.01489 0.48143 2.245 0.459 -0.048
H 2.05594 2.07829 1.77572 0.301 -0.456 -0.048
H 2.63687 2.49737 0.16713 0.400 0.978 -0.873

(2)
26
Properties=species:S:1:pos:R:3:forces:R:3 method="wB97M-V/def2-TZVPD" spin_multiplicity=1 homo_lumo_gap_ev=6.0 homo_ev=-13.30 largest_force_ha_per_bohr=0.0690 total_charge=+1 mol_weight_da=390.8 e_tot_ha=-1045.4972
C -1.15113 2.97032 -0.12125 0.009 -0.129 -0.163
C -0.08600 1.95088 -0.43976 -0.004 0.480 -0.237
O 1.08213 2.26848 -0.56677 -0.057 -0.274 0.431
N -0.47948 0.62950 -0.57949 0.277 -0.408 -0.209
C -1.82800 0.28014 -1.04440 -0.459 0.295 0.553
P 0.77923 -0.55733 -0.61940 -1.671 3.127 0.130
C 1.38101 -0.17963 1.17071 0.034 0.021 -0.026
C 0.41451 -0.75353 2.12433 0.428 0.100 0.492
N 0.88753 -1.52299 3.04515 -0.250 -0.898 -0.859
O 0.50047 -1.17157 -2.28557 0.505 -0.765 0.394
C 0.17094 -2.41578 -2.31516 -0.589 0.657 -0.408
N -0.24550 -3.49117 -2.29961 0.244 -0.352 0.199
H -1.45209 3.44330 -1.05999 -0.089 0.022 0.107
H -0.71442 3.73485 0.51782 0.047 -0.013 -0.091
H -2.02316 2.53858 0.36725 -0.002 0.017 -0.092
H -2.54637 0.32052 -0.21995 0.064 -0.072 -0.016
H -2.17318 0.99322 -1.79276 0.132 -0.186 -0.149
H -1.85793 -0.72889 -1.44947 0.136 0.088 -0.113
H -0.09685 -1.58950 -0.18077 0.275 -0.260 -0.127
H 2.06700 -1.88139 -0.52297 0.767 -1.667 0.832
H 1.79015 0.26834 -1.16444 0.348 -0.702 -0.183
H 1.67015 0.85819 1.35132 -0.580 0.165 -0.292
H 2.31742 -0.73487 1.35538 0.186 1.445 0.170
H -0.66026 -0.59863 1.99355 0.074 0.364 0.226
H 0.16682 -1.94473 3.63144 0.041 -0.026 0.028
Hg 2.08703 -2.68628 1.10479 0.132 -1.029 -0.596

(3)
23
Properties=species:S:1:pos:R:3:forces:R:3 method="wB97M-V/def2-TZVPD" spin_multiplicity=1 homo_lumo_gap_ev=8.6 e_above_lowest_kj_mol=0.0 homo_ev=-12.75 largest_force_ha_per_bohr=0.0770 total_charge=+1 mol_weight_da=254.1 e_tot_ha=-698.0838 smiles="C[N+](C)=C1NCCCN1I"
C -2.17082 0.06801 -1.50111 1.271 -1.035 2.560
N -0.87757 0.63473 -1.21113 -0.217 1.571 -0.152
C -0.53080 1.90630 -1.85946 1.942 0.715 0.178
C -0.17703 0.09123 -0.24472 3.238 1.026 -0.754
N -0.55489 -1.02936 0.31179 -0.520 -3.169 2.320
C 0.19426 -1.75755 1.48655 1.134 0.404 -3.248
C 1.51878 -1.02061 1.78771 -0.656 -0.153 3.043
C 1.50993 0.44044 1.49467 -2.284 0.409 0.903
N 1.15276 0.70664 0.09745 -3.072 -0.486 -0.230
I 2.63814 0.54424 -1.32662 -0.360 -0.216 0.399
H -2.38368 0.11369 -2.50349 -0.816 0.529 -2.239
H -2.00120 -0.97411 -1.24636 -1.067 -0.112 -0.689
H -2.85143 0.51753 -0.79205 -0.813 -0.015 -0.328
H 0.14697 1.63286 -2.67672 -0.251 0.368 -0.146
H -1.34295 2.53511 -2.26706 -0.070 -0.924 0.559
H 0.09500 2.53812 -1.16999 -0.813 -0.659 -0.533
H -1.46266 -1.57642 0.12590 2.052 1.924 0.283
H 0.40920 -2.79984 1.16176 -0.062 0.766 -0.133
H -0.60627 -1.86178 2.15435 -0.427 0.375 1.891
H 2.38063 -1.40220 1.32180 0.741 -1.225 -0.952
H 1.75880 -1.07559 2.89843 -0.434 -0.317 -1.180
H 0.70276 0.88300 2.19952 1.150 -0.083 -1.390
H 2.45209 0.88556 1.75880 0.333 0.307 -0.162

(4)
20
Properties=species:S:1:pos:R:3:forces:R:3 method="wB97M-V/def2-TZVPD" spin_multiplicity=1 homo_lumo_gap_ev=9.4 e_above_lowest_kj_mol=277.5 homo_ev=-8.35 largest_force_ha_per_bohr=0.0829 mol_weight_da=99.2 e_tot_ha=-291.0530 smiles="C=C(CC)CCN"
C -0.57126 -1.39392 -1.37640 0.937 -1.994 0.380
C -0.29419 -0.43881 -0.51968 0.622 0.862 3.734
C -1.21007 0.83208 -0.18539 2.865 -1.550 -1.380
C -2.36508 0.41972 0.63407 -4.018 -0.282 1.399
C 0.82646 -0.79530 0.55753 -2.214 1.562 0.867
C 1.83114 0.37259 0.66884 -0.556 1.048 1.530
N 2.28418 0.74748 -0.64098 -0.361 1.319 -0.803
H -0.31663 -2.43735 -1.02354 0.476 1.150 -1.072
H -0.83108 -1.27126 -2.38698 -1.593 0.164 -0.911
H -0.67549 1.59702 0.35963 0.486 0.231 -0.345
H -1.40954 1.12708 -1.18849 -0.832 1.010 -0.564
H -2.50370 1.00310 1.59285 0.113 0.236 -1.316
H -2.23327 -0.54899 1.13966 -0.119 -0.241 -0.885
H -3.44509 0.45012 0.06618 2.766 -0.286 1.378
H 0.30423 -0.87101 1.58944 1.103 -0.448 -1.438
H 1.39645 -1.66623 0.23998 -0.424 -0.359 0.235
H 1.26077 1.26142 1.27238 1.801 -1.886 -1.542
H 2.73442 -0.00615 1.21416 -0.987 0.494 0.544
H 2.67457 1.70137 -0.84056 -0.345 -2.097 0.352
H 2.54318 -0.08298 -1.17270 0.281 1.065 -0.160

(5)
20
Properties=species:S:1:pos:R:3:forces:R:3 method="wB97M-V/def2-TZVPD" spin_multiplicity=1 homo_lumo_gap_ev=10.4 e_above_lowest_kj_mol=146.2 homo_ev=-9.18 largest_force_ha_per_bohr=0.0497 mol_weight_da=99.2 e_tot_ha=-291.1031 smiles=CCCN1C[C@H]1C
C 0.05546 -1.73111 -2.55326 -0.011 -0.138 -0.090
C 0.68731 -0.70784 -1.61974 -0.070 -0.204 0.100
C -0.33906 -0.30876 -0.55564 -0.319 -0.945 0.309
N 0.22350 0.60606 0.39422 0.123 0.204 -0.264
C 0.70876 -0.10388 1.54166 0.064 -0.337 0.258
C -0.46421 0.83016 1.64734 -0.202 0.011 -0.072
C -0.49453 2.28684 2.07657 0.105 -0.124 0.113
H -0.76674 -1.28484 -3.12610 0.135 -0.067 0.085
H -0.36160 -2.55644 -1.96581 0.052 0.012 -0.171
H 0.77715 -2.14149 -3.26375 -0.075 0.023 0.060
H 1.53806 -1.14709 -1.08389 -0.022 -0.018 -0.150
H 1.09824 0.13161 -2.20454 -0.392 -0.019 0.421
H -0.57138 -1.30004 0.08046 -0.463 1.688 -1.864
H -1.22193 0.17433 -1.01591 0.142 -0.605 0.197
H 1.71476 0.13678 1.89944 -0.414 -0.293 0.038
H 0.35544 -1.17868 1.41523 1.155 1.126 1.162
H -1.39578 0.28559 1.83096 0.043 0.150 -0.279
H -0.59752 2.41177 3.15757 0.028 -0.078 -0.052
H 0.40735 2.80873 1.74068 -0.096 -0.181 0.110
H -1.35327 2.78831 1.60449 0.217 -0.203 0.090

(6)
20
Properties=species:S:1:pos:R:3:forces:R:3 method="wB97M-V/def2-TZVPD" spin_multiplicity=1 homo_lumo_gap_ev=8.8 e_above_lowest_kj_mol=488.7 homo_ev=-7.96 largest_force_ha_per_bohr=0.0792 mol_weight_da=99.2 e_tot_ha=-290.9726
C 0.75096 1.45340 1.43050 -0.028 -0.031 0.166
C 0.97650 0.88128 0.06949 -1.594 0.262 -0.924
C 0.46204 -1.14922 -0.20683 -3.026 -2.484 -1.128
C 1.89163 1.23840 -0.81831 -0.313 -0.197 0.108
N 1.16072 -1.81337 -1.06250 -0.672 0.402 0.414
H 1.85336 -2.39873 -0.60385 0.358 0.507 0.038
H 0.40700 -1.29846 0.87449 0.210 0.296 -0.054
H 1.14770 0.77891 2.19680 -0.030 0.039 -0.017
H -0.31373 1.57953 1.64388 0.070 0.027 -0.026
H 1.24081 2.42319 1.55550 0.021 -0.073 -0.043
H 1.96614 0.67963 -1.74875 0.083 0.077 0.043
H 2.59009 2.05169 -0.64502 0.026 -0.090 0.043
C -2.32425 -0.35976 0.12614 0.329 0.255 0.038
C -1.26756 -0.97248 -0.77441 1.577 -1.149 0.245
H -2.22033 -0.70429 1.15793 -0.027 0.004 -0.041
H -3.32208 -0.64344 -0.22195 0.145 0.022 0.012
H -2.27454 0.73166 0.11863 -0.039 -0.023 0.091
H -1.21557 -0.54550 -1.77659 0.004 0.104 0.040
H -1.42454 -2.04067 -0.90149 -0.070 -0.036 -0.025
H -0.08435 0.10821 -0.41368 2.976 2.087 1.018